Below is a gas-phase ion, C6H16OP (charge +1) in a non-equilibrium geometry, with properties calculated with ωB97M-V with the def2-TZVPD basis set.

2S+1 = 1
LUMO energy = -3.71 eV
HOMO-LUMO gap = 11.27 eV
Highest occupied orbital energy = -14.9837 eV
Total charge = +1
Energy above the lowest of the compared OMol25 structures with the same formula, charge and spin = 0.583 eV

CARTESIAN COORDINATES (ANGSTROEM)
C1 1.54589 -0.62832 0.83323
C2 1.31241 1.55296 -0.38990
C3 -1.63749 1.47539 0.86187
C4 1.21738 -0.64672 -1.69781
C5 -1.38517 -1.47291 1.10005
C6 0.95328 0.02034 -0.34686
O1 -2.34105 -0.20420 -1.11295
P1 -1.04748 -0.04547 -0.02596
H1 2.60647 -0.59302 0.64377
H2 1.20833 -0.10479 1.69339
H3 1.42716 -1.76610 0.90121
H4 1.10380 2.00568 -1.34681
H5 2.42584 1.77686 -0.42395
H6 0.93104 1.96548 0.55259
H7 -2.66066 1.47507 0.85077
H8 -1.41562 2.36711 0.31025
H9 -1.38303 1.57911 1.89504
H10 0.44468 -0.32464 -2.45566
H11 1.06923 -1.76485 -1.76882
H12 2.31362 -0.49052 -2.15143
H13 -0.93121 -1.44259 2.07424
H14 -1.17052 -2.37946 0.61279
H15 -2.41240 -1.38551 1.16505
H16 -2.17449 -0.96889 -1.77411